[1]
The following is a DFT calculation (ωB97M-V with the def2-TZVPD basis set) of C39H45F5MgN11O3STe as an isolated structure at a distorted geometry.

ORCA input file:
```
! wB97M-V def2-TZVPD RIJCOSX def2/J DEFGRID3
* xyz 1 1
Mg -0.18 0.20 -0.16
O -4.71 0.25 5.91
C -3.49 0.49 6.44
O -3.33 0.66 7.62
C -2.37 0.52 5.45
C -2.53 1.15 4.23
C -1.50 1.12 3.30
C -0.29 0.48 3.61
C -0.13 -0.11 4.85
C -1.16 -0.07 5.78
N 0.64 0.37 2.54
C 1.84 0.03 2.74
C 2.73 -0.33 1.61
C 4.02 -0.74 1.90
C 4.83 -1.22 0.88
C 4.32 -1.24 -0.40
C 3.03 -0.78 -0.61
N 2.23 -0.33 0.36
H -4.65 -0.03 4.99
H -3.44 1.68 4.00
H -1.55 1.69 2.38
H 0.77 -0.67 5.08
H -1.05 -0.54 6.74
H 2.27 -0.07 3.74
H 4.37 -0.71 2.92
H 5.84 -1.56 1.09
H 4.90 -1.62 -1.23
H 2.62 -0.77 -1.61
C 1.19 3.49 2.24
N 2.01 3.52 1.03
C 2.89 4.69 0.95
C 1.74 2.76 -0.07
N 0.54 2.28 -0.41
C -0.61 3.09 -0.14
C -0.55 4.47 0.09
C -1.67 5.20 0.47
C -2.88 4.54 0.62
C -2.99 3.22 0.23
C -1.89 2.50 -0.24
N -1.98 1.20 -0.82
C -2.98 0.93 -1.63
N -3.10 -0.26 -2.28
C -2.60 -1.57 -1.87
C -3.92 -0.40 -3.48
N -3.97 1.83 -2.00
C -5.34 1.53 -1.62
C -3.69 3.16 -2.51
N 2.81 2.46 -0.84
C 2.70 2.25 -2.27
C 4.17 2.40 -0.31
H 0.57 4.38 2.31
H 1.85 3.45 3.11
H 0.55 2.62 2.23
H 2.32 5.57 1.24
H 3.25 4.83 -0.06
H 3.74 4.60 1.63
H 0.39 4.99 -0.04
H -1.58 6.27 0.64
H -3.76 5.07 0.99
H -3.95 2.74 0.28
H -1.97 -1.52 -0.99
H -2.04 -2.01 -2.69
H -3.44 -2.22 -1.64
H -4.18 0.56 -3.90
H -4.83 -0.97 -3.27
H -3.35 -0.96 -4.23
H -5.48 1.55 -0.54
H -5.66 0.55 -1.97
H -5.99 2.28 -2.07
H -2.62 3.28 -2.69
H -4.01 3.95 -1.84
H -4.21 3.28 -3.47
H 3.22 3.05 -2.80
H 1.66 2.25 -2.56
H 3.15 1.30 -2.56
H 4.77 3.26 -0.62
H 4.66 1.51 -0.71
H 4.16 2.34 0.77
N 0.49 -1.71 -4.04
C 0.13 -0.47 -4.56
C -0.05 -0.03 -5.87
C -0.45 1.28 -6.02
C -0.66 2.12 -4.91
C -0.47 1.67 -3.62
C -0.07 0.34 -3.45
N 0.17 -0.40 -2.28
C 0.47 -1.61 -2.70
C 0.61 -2.76 -1.80
C 0.74 -4.07 -2.13
S 0.67 -5.02 -0.72
C 0.47 -3.60 0.22
N 0.47 -2.50 -0.47
H 0.69 -2.54 -4.57
H 0.12 -0.67 -6.72
H -0.61 1.67 -7.02
H -0.98 3.14 -5.07
H -0.61 2.31 -2.76
H 0.86 -4.53 -3.10
H 0.34 -3.64 1.30
F -3.53 0.73 1.65
Te -2.82 -1.01 1.83
F -2.01 -1.78 3.33
F -4.26 -1.07 3.03
F -4.18 -1.15 0.52
F -2.99 -2.84 1.48
O -1.21 -0.94 0.98
*
```

Properties
- HOMO: -0.366 hartree
- Energy above the lowest of the compared OMol25 structures with the same formula, charge and spin: 44.82 kcal/mol
- Kohn-Sham gap: 6.69 eV
- Calculated total energy: -100867.19929 eV

Here are the Löwdin charges for atoms 1 to 4, given in e: Mg 0.615; O 0.135; C -0.477; O 0.145


[2]
The following is a DFT calculation (ωB97M-V with the def2-TZVPD basis set) of a 2-piece molecular cluster, C3H8N3 overall at a distorted geometry.

ORCA input file:
```
! wB97M-V def2-TZVPD RIJCOSX def2/J DEFGRID3
* xyz 1 1
C -0.93 0.13 -0.17
C 0.11 -0.93 -0.45
C 1.24 -0.47 0.48
N -0.43 1.14 0.51
N -2.18 0.08 -0.54
N 0.87 0.93 0.72
H -0.25 -1.93 -0.23
H 0.40 -0.89 -1.50
H 1.20 -1.00 1.44
H 2.24 -0.58 0.06
H -2.56 -0.72 -1.02
H -2.80 0.84 -0.30
H 1.28 1.44 1.50
H 1.82 1.95 -0.51
*
```

Properties
- HOMO (spin up / spin down): -0.510 / -0.519 hartree
- Energy above the lowest of the compared OMol25 structures with the same formula, charge and spin: 99.30 kcal/mol
- Kohn-Sham gap (spin up / spin down): 8.84 / 8.03 eV
- Calculated total energy: -7700.97228 eV

Here are the natural (NBO) charges for atoms 1 to 4, given in e: C 0.480; C -0.500; C -0.251; N -0.299


[3]
The following is a DFT calculation (ωB97M-V with the def2-TZVPD basis set) of a 4-piece molecular cluster, C38H61F18N3O14P3 overall at a distorted geometry.

ORCA input file:
```
! wB97M-V def2-TZVPD RIJCOSX def2/J DEFGRID3
* xyz 1 1
N -0.15 -4.22 -3.09
C 0.19 -4.87 -1.90
N -0.41 -6.07 -1.50
C -1.90 -6.07 -1.65
C -2.47 -7.00 -0.57
C -2.80 -6.22 0.70
F -2.08 -5.07 0.76
F -2.37 -6.98 1.75
C -4.30 -5.96 1.00
F -4.98 -7.12 0.92
F -4.37 -5.58 2.29
C -4.99 -4.95 0.08
F -4.84 -5.34 -1.21
F -4.36 -3.75 0.17
C -6.51 -4.74 0.32
F -6.86 -4.80 1.61
F -7.13 -5.76 -0.29
C -7.09 -3.43 -0.31
F -8.36 -3.71 -0.67
F -6.46 -3.09 -1.45
C -7.20 -2.22 0.66
F -6.10 -2.11 1.45
F -8.24 -2.40 1.48
C -7.40 -0.84 -0.06
F -8.11 -0.95 -1.18
F -8.14 -0.08 0.78
C -6.09 -0.04 -0.29
F -5.14 -0.77 -0.86
F -6.39 0.95 -1.15
F -5.66 0.54 0.81
N 1.10 -4.34 -1.15
C 1.48 -4.93 0.14
C 2.53 -6.05 0.04
F 1.92 -7.28 0.14
O 1.65 -3.17 -1.59
C 3.10 -3.18 -1.47
O 3.73 -3.89 -2.14
C 3.63 -2.20 -0.49
C 4.15 -2.59 0.73
C 4.59 -1.61 1.60
C 4.51 -0.26 1.28
C 4.01 0.11 0.03
C 3.56 -0.85 -0.85
H -0.95 -3.62 -2.90
H -0.43 -4.92 -3.77
H 0.00 -6.80 -2.08
H -2.27 -5.06 -1.56
H -2.14 -6.50 -2.62
H -1.75 -7.77 -0.31
H -3.35 -7.51 -0.97
H 1.84 -4.15 0.82
H 0.60 -5.35 0.61
H 3.18 -5.97 0.91
H 3.12 -5.98 -0.87
H 4.19 -3.64 0.99
H 4.98 -1.93 2.56
H 4.85 0.48 2.00
H 3.93 1.15 -0.24
H 3.15 -0.54 -1.81
O -0.79 -0.15 4.93
P -0.78 -1.46 4.24
O -0.51 -2.59 5.39
C -1.04 -2.46 6.71
C -2.33 -3.22 6.88
O 0.64 -1.45 3.45
C 1.38 -0.24 3.29
C 2.45 -0.11 4.35
O -1.36 -2.46 3.11
C -2.64 -3.08 3.25
C -3.77 -2.09 3.43
H -1.18 -1.41 6.98
H -0.28 -2.87 7.38
H -3.12 -2.80 6.25
H -2.67 -3.18 7.91
H -2.21 -4.27 6.60
H 0.72 0.63 3.28
H 1.85 -0.29 2.30
H 2.02 -0.22 5.35
H 2.94 0.86 4.29
H 3.20 -0.89 4.24
H -2.61 -3.81 4.07
H -2.79 -3.65 2.34
H -3.60 -1.45 4.30
H -4.72 -2.61 3.55
H -3.84 -1.43 2.56
O -4.68 6.74 -3.94
P -3.78 5.71 -3.36
O -3.17 6.34 -1.99
C -3.93 7.21 -1.16
C -4.57 6.47 0.00
O -2.49 5.73 -4.35
C -2.54 6.38 -5.62
C -1.97 7.78 -5.52
O -3.46 4.16 -3.03
C -4.17 3.47 -2.00
C -5.67 3.48 -2.20
H -4.68 7.75 -1.73
H -3.23 7.95 -0.77
H -5.31 5.75 -0.37
H -5.08 7.17 0.66
H -3.82 5.92 0.57
H -3.56 6.39 -6.02
H -1.93 5.79 -6.30
H -2.46 8.35 -4.73
H -2.11 8.32 -6.46
H -0.91 7.75 -5.29
H -3.90 3.89 -1.02
H -3.81 2.44 -2.00
H -6.06 4.50 -2.27
H -6.17 2.98 -1.38
H -5.93 2.97 -3.13
O 9.08 4.69 0.22
P 8.23 4.11 -0.84
O 7.74 5.35 -1.78
C 8.58 6.47 -2.04
C 9.31 6.34 -3.37
O 6.85 3.74 -0.06
C 6.81 3.71 1.37
C 6.28 5.03 1.91
O 7.91 2.93 -1.89
C 8.70 2.78 -3.08
C 10.18 2.61 -2.78
H 9.29 6.64 -1.24
H 7.93 7.35 -2.08
H 10.00 5.50 -3.34
H 9.88 7.24 -3.58
H 8.61 6.17 -4.18
H 7.78 3.47 1.79
H 6.12 2.90 1.64
H 6.84 5.87 1.51
H 6.34 5.05 3.00
H 5.24 5.17 1.61
H 8.52 3.62 -3.75
H 8.33 1.89 -3.59
H 10.57 3.46 -2.21
H 10.75 2.53 -3.71
H 10.35 1.71 -2.19
*
```

Properties
- HOMO: -0.422 hartree
- Energy above the lowest of the compared OMol25 structures with the same formula, charge and spin: 40.18 kcal/mol
- Kohn-Sham gap: 7.93 eV
- Calculated total energy: -150308.72094 eV

Here are the Löwdin charges for atoms 1 to 4, given in e: N 0.189; C -0.289; N 0.066; C -0.142


[4]
The following is a DFT calculation (ωB97M-V with the def2-TZVPD basis set) of the molecule C3H3NO at a distorted geometry.

ORCA input file:
```
! wB97M-V def2-TZVPD RIJCOSX def2/J DEFGRID3
* xyz 0 1
C 0.00 0.08 -0.37
C 1.15 0.92 -0.44
N 2.53 0.79 -0.57
C 1.94 2.03 -0.82
O 1.88 3.17 -1.19
H -0.15 -0.12 0.74
H 0.07 -0.89 -0.68
H -0.94 0.46 -0.72
*
```

Properties
- HOMO: -0.349 hartree
- Energy above the lowest of the compared OMol25 structures with the same formula, charge and spin: 46.24 kcal/mol
- Kohn-Sham gap: 9.61 eV
- Structure (SMILES): Cc1nc1=O
- Calculated total energy: -6694.48687 eV

Here are the natural (NBO) charges for atoms 1 to 4, given in e: C -0.704; C 0.210; N -0.322; C 0.599


[5]
The following is a DFT calculation (ωB97M-V with the def2-TZVPD basis set) of a 2-piece molecular cluster, C2H6O3PS overall at a distorted geometry.

ORCA input file:
```
! wB97M-V def2-TZVPD RIJCOSX def2/J DEFGRID3
* xyz -1 1
C 0.67 -1.66 -0.04
C 0.18 1.90 -1.14
O -2.13 -0.35 0.52
O -1.30 -0.46 2.94
O 0.14 -1.56 1.21
P -1.06 -0.42 1.51
S 1.03 1.80 0.52
H 0.38 -2.53 -0.62
H 1.74 -1.70 0.02
H 0.51 -0.77 -0.68
H 0.82 2.08 -1.95
H -0.50 2.69 -1.04
H -0.48 0.97 -1.25
*
```

Properties
- HOMO: -0.140 hartree
- Energy above the lowest of the compared OMol25 structures with the same formula, charge and spin: 28.99 kcal/mol
- Kohn-Sham gap: 7.17 eV
- Calculated total energy: -28440.17454 eV

Here are the natural (NBO) charges for atoms 1 to 4, given in e: C -0.249; C -0.733; O -1.084; O -1.079


[6]
The following is a DFT calculation (ωB97M-V with the def2-TZVPD basis set) of C4H6O2 as an isolated structure at a distorted geometry.

ORCA input file:
```
! wB97M-V def2-TZVPD RIJCOSX def2/J DEFGRID3
* xyz 0 1
O 0.57 -1.48 -0.55
C -0.27 -0.56 -0.01
C -0.95 0.63 -0.76
C 0.02 0.86 0.30
C -1.12 -1.04 0.91
O -1.95 -1.31 1.62
H 1.42 -1.04 -0.44
H -2.01 0.86 -0.67
H -0.62 0.54 -1.79
H -0.36 1.29 1.22
H 2.41 0.80 0.04
H 3.09 0.43 0.12
*
```

Properties
- HOMO: -0.287 hartree
- Energy above the lowest of the compared OMol25 structures with the same formula, charge and spin: 134.93 kcal/mol
- Kohn-Sham gap: 7.95 eV
- Calculated total energy: -8334.61021 eV

Here are the natural (NBO) charges for atoms 1 to 4, given in e: O -0.671; C -0.004; C -0.362; C -0.471